1.
C24H44ClN6 | the ωB97M-V functional and the def2-TZVPD basis

Output
**HOMO-LUMO gap**: 0.145 Eh
**Total charge**: -1

XYZ file:
```
75
Properties=species:S:1:pos:R:3:forces:R:3
C 2.81061 -3.98189 0.02522 -0.4 0.8 0.3
C 2.11127 -2.62069 -0.04882 0.2 -0.3 -0.9
C 0.72200 -2.77044 -0.69058 0.4 0.6 0.9
C -0.41215 -3.01863 0.33886 -0.5 -0.4 -0.8
N -1.07157 -4.29203 0.25454 0.3 -0.3 0.7
Cl -1.90702 -4.33681 -1.30265 -0.2 0.1 -0.4
H 3.79980 -3.83467 0.45267 0.2 -0.5 0.0
H 2.19829 -4.63976 0.63569 0.1 -0.2 0.0
H 2.84887 -4.37534 -0.98781 0.2 -0.2 0.0
H 2.72181 -2.00596 -0.71716 0.1 0.2 0.1
H 2.08795 -2.11963 0.91801 -0.1 0.0 0.1
H 0.52427 -1.85222 -1.24771 -0.2 0.0 -0.3
H 0.78009 -3.61423 -1.37147 -0.3 0.0 -0.3
H -1.14213 -2.17889 0.23032 0.1 0.1 0.2
H -0.01644 -2.97361 1.35562 0.1 0.0 0.1
C -3.48917 1.86379 -0.97072 0.0 0.0 0.0
C -2.24446 1.76137 -1.84680 -0.2 0.0 0.3
C -1.10281 1.02738 -1.13562 -0.1 -0.2 -0.5
C -0.62471 1.74824 0.03837 0.1 -0.1 0.1
N -0.23319 2.32580 0.95112 0.0 0.1 0.0
H -3.29035 2.44612 -0.06918 0.0 0.0 0.0
H -4.29960 2.35420 -1.50579 0.0 0.0 0.0
H -3.83220 0.87194 -0.66868 0.0 0.0 0.0
H -1.92015 2.75424 -2.15044 0.1 0.0 0.0
H -2.48855 1.21248 -2.75962 0.1 -0.1 0.0
H -0.26621 0.90276 -1.82588 0.1 0.0 0.1
H -1.41945 0.02233 -0.84324 0.1 0.0 0.1
C 2.81139 -8.98045 2.89325 0.0 0.0 0.1
C 1.65878 -8.00232 3.09378 0.1 -0.2 0.0
C 1.86240 -6.67641 2.35714 -0.3 0.0 0.1
C 3.01917 -5.93496 2.85962 0.0 0.0 -0.1
N 3.92852 -5.35762 3.25818 0.0 -0.1 0.1
H 3.74529 -8.57975 3.29114 0.0 0.0 0.0
H 2.60862 -9.92218 3.40595 0.0 0.0 0.0
H 2.95828 -9.19855 1.83367 0.0 0.0 0.0
H 1.52048 -7.81552 4.16079 0.0 0.1 0.0
H 0.73559 -8.45513 2.72848 0.0 0.1 0.0
H 0.97544 -6.04871 2.46625 0.0 0.1 -0.1
H 1.98660 -6.85058 1.28756 0.0 0.1 0.0
C 2.06125 2.37107 4.03958 0.0 0.0 0.0
C 0.87533 2.01227 4.92482 0.1 0.2 -0.1
C 0.98450 0.61039 5.53198 -0.2 0.2 0.1
C 0.97163 -0.44040 4.51506 0.1 -0.1 0.0
N 0.96579 -1.26352 3.71532 0.0 0.0 0.0
H 2.12904 1.70035 3.18237 0.0 0.0 0.0
H 1.95306 3.38635 3.65702 0.0 0.0 0.0
H 3.00049 2.31610 4.59574 0.0 0.0 0.0
H -0.04563 2.09509 4.34544 0.0 -0.1 0.0
H 0.80403 2.73424 5.74225 0.0 -0.1 0.1
H 0.14984 0.44041 6.21460 0.0 -0.1 0.0
H 1.89932 0.52599 6.12203 0.0 -0.1 -0.1
C -6.86239 3.72291 -5.12140 0.0 0.0 0.0
C -5.61510 3.60250 -5.98957 -0.2 0.0 0.0
C -4.46081 2.88999 -5.27916 0.0 0.0 -0.3
C -3.98737 3.63190 -4.11283 0.0 0.0 0.1
N -3.62640 4.21259 -3.19092 -0.1 0.2 -0.2
H -6.66881 4.32095 -4.22971 0.0 0.0 0.0
H -7.66784 4.20493 -5.67596 0.0 0.0 0.0
H -7.21398 2.74006 -4.80262 0.0 0.0 0.0
H -5.29468 4.59571 -6.30976 0.1 0.0 0.0
H -5.85904 3.04085 -6.89324 0.1 0.0 0.0
H -3.62491 2.76081 -5.96867 0.1 0.0 0.1
H -4.76944 1.89054 -4.96612 0.0 0.0 0.1
C 3.34676 6.25114 -1.74401 -0.1 0.0 0.0
C 2.16098 5.90205 -0.85107 0.2 0.1 -0.1
C 2.26513 4.50475 -0.23348 -0.2 0.3 0.2
C 2.23771 3.45216 -1.24532 0.0 -0.1 0.1
N 2.21749 2.63226 -2.04898 0.0 0.1 -0.1
H 3.41459 5.57238 -2.59545 0.0 0.0 0.0
H 3.24655 7.26464 -2.13453 0.0 0.0 0.0
H 4.28517 6.19551 -1.18850 0.0 0.0 0.0
H 1.23577 5.98279 -1.42445 0.0 -0.1 0.0
H 2.09695 6.63024 -0.04001 0.0 -0.1 0.0
H 1.43100 4.34194 0.45189 0.0 -0.2 0.0
H 3.18171 4.41980 0.35350 0.0 -0.1 -0.1
```
Positions in Å, forces in eV/Å.

Results of the Löwdin charge analysis, in e, for atoms 1 through 2: -0.118, -0.281

2.
C14H28Br8O4S2 | the ωB97M-V functional and the def2-TZVPD basis

Output
**HOMO-LUMO gap**: 0.348 Eh
**Total charge**: 0
**SMILES**: CC(C)C[C@@H]1OS(=O)(=O)O[C@@H]1S.BrCCBr.BrCCBr.BrCCBr.BrCCBr

XYZ file:
```
56
Properties=species:S:1:pos:R:3:forces:R:3
C 3.55620 -0.27895 -0.15408 0.8 -0.6 0.1
C 3.89676 0.75233 -1.40564 0.6 -0.9 0.1
C 4.61379 2.10410 -0.81763 0.3 -0.3 0.2
C 2.64626 1.00958 -2.42928 0.8 0.8 0.3
C 1.30590 1.66872 -1.76254 -2.0 -1.2 -4.4
O 1.37799 3.01010 -1.12850 -1.5 -3.2 3.0
S 0.81793 2.68465 0.48522 1.7 3.9 5.9
O 2.01109 2.92420 1.45980 -4.4 -1.4 -4.2
O -0.41452 3.55620 0.94411 4.2 -4.1 -3.0
O 0.55148 0.96609 0.46768 0.2 2.4 -1.3
C 0.23443 0.70113 -0.94868 -1.0 2.2 0.0
S -0.05724 -1.05218 -1.53898 0.9 0.1 1.6
H 3.76413 0.22216 0.90435 -0.8 -0.9 -2.4
H 2.49082 -0.75936 -0.20688 2.0 1.1 0.2
H 4.32509 -1.19066 -0.20914 -1.7 1.9 0.1
H 4.73464 0.19091 -2.04521 -1.8 1.3 1.3
H 3.88374 2.92374 -0.41339 1.3 -1.7 -0.9
H 5.31339 2.53715 -1.65967 -1.4 -0.7 1.8
H 5.27358 1.76928 0.11940 -1.3 0.7 -2.2
H 2.32273 0.03252 -3.03085 0.6 2.1 1.6
H 3.03317 1.77155 -3.25810 -0.9 -1.5 1.8
H 0.66195 1.92686 -2.73445 1.3 -0.6 1.9
H -0.85641 1.17162 -1.04138 2.3 -0.9 -0.5
H 0.54469 -1.87302 -0.53598 -0.6 1.4 -1.1
Br -3.72739 -3.89418 -1.56686 0.0 0.0 0.1
C -4.06099 -3.61095 0.33369 -0.2 0.1 -0.1
C -3.08375 -2.61793 0.91865 0.1 -0.1 0.2
Br -1.33648 -3.43436 1.20959 0.1 0.0 0.0
H -4.02270 -4.59243 0.81441 0.1 0.3 -0.1
H -5.08251 -3.22428 0.38827 0.2 0.0 0.0
H -3.41279 -2.29067 1.90879 0.0 -0.1 -0.2
H -2.92468 -1.74077 0.28506 0.0 -0.4 0.1
Br 7.20860 -0.65080 0.18323 0.2 0.0 -0.1
C 8.79449 0.47027 0.00509 0.0 -0.1 0.2
C 8.44935 1.81574 -0.58979 0.2 0.2 -0.1
Br 8.16161 1.68400 -2.51436 -0.1 0.0 0.1
H 9.51932 -0.09380 -0.58847 -0.2 0.2 0.1
H 9.17666 0.58563 1.02325 -0.1 0.1 -0.2
H 9.28319 2.51369 -0.47436 -0.1 -0.2 0.0
H 7.54666 2.26087 -0.16183 0.2 -0.2 -0.1
Br -4.78984 0.15492 0.28603 -0.2 0.2 -0.1
C -3.61538 1.63788 0.76042 -0.1 0.0 0.2
C -3.90195 2.85551 -0.08725 0.2 0.2 0.0
Br -3.15486 2.66068 -1.87834 -0.1 0.0 0.0
H -2.58823 1.27480 0.66553 -0.2 0.2 0.0
H -3.82769 1.84275 1.81350 0.1 0.0 -0.2
H -3.41239 3.73976 0.33010 0.0 -0.2 0.0
H -4.96976 3.05931 -0.20724 0.3 -0.2 0.0
Br -6.72438 -2.16178 3.29015 -0.1 0.0 -0.1
C -8.47122 -2.87595 2.79810 0.0 0.0 0.3
C -8.33622 -4.06077 1.87006 -0.2 -0.1 -0.2
Br -7.90846 -3.49051 0.05458 0.0 -0.1 0.1
H -9.04408 -2.05007 2.36726 0.2 -0.3 0.0
H -8.93146 -3.17722 3.74331 0.1 0.0 -0.2
H -9.28737 -4.59334 1.78384 0.1 0.1 0.1
H -7.55693 -4.76475 2.17546 -0.2 0.3 0.0
```
Positions in Å, forces in eV/Å.

Results of the natural (NBO) charge analysis, in e, for atoms 1 through 2: -0.646, -0.233

- The highest HOMO-LUMO gap belongs to which entry?
  C14H28Br8O4S2